Record 1
Below is a cluster of 9 separate species, C39H86BrClN9O12S in total, with properties calculated with wB97M-V/def2-TZVPD.

Total energy (hartree): -6365.43544

ORCA input file:
```
! RIJCOSX wB97M-V def2-TZVPD def2/J DEFGRID3
* xyz 1 1
C 1.6287 3.7862 3.7394
H -0.2911 1.5642 0.3891
C 3.8054 3.5126 0.2349
H -2.6837 10.9648 4.4719
H -9.6046 -4.6610 7.5166
C -5.9414 1.1875 5.2876
H 3.2840 -2.2014 -4.0658
H 4.1194 -3.8604 -1.3031
H -2.0337 4.0090 -4.3620
C -8.7239 -3.8557 4.5919
H -1.3140 3.8341 2.3248
H -1.6357 9.1269 2.6498
H 6.0426 -2.8089 -2.1222
H 3.9803 -7.1605 -5.4092
C -0.2950 5.5238 1.4491
H 5.9366 -4.2710 -6.6957
O -0.5883 -0.1681 1.8307
H -0.3775 3.5668 -3.0690
C 2.9170 2.9877 3.9193
C 2.8936 -1.3906 -0.8248
O -7.8337 -3.3990 3.8928
H 6.3517 -7.5336 -7.3155
C 8.8679 -4.3350 -2.3887
H 4.7026 3.0912 5.1363
C 5.5825 -8.2937 -7.4535
H 1.5750 6.3472 2.2567
H 4.1217 -3.8849 -7.7784
H -1.3144 5.9304 1.3942
N -7.3769 -3.5091 -0.5926
H 3.6920 -0.6551 -0.7210
O -0.4315 11.1780 3.1683
H 4.4331 2.9671 0.9431
H 0.9488 1.3690 3.2043
N -2.1855 2.6639 -2.7724
C -7.6352 -2.9380 0.7197
O 5.6867 -7.1532 -9.9116
N 0.7641 3.4047 2.5599
N 7.6682 -4.0453 -1.6298
H -5.0722 1.7388 5.6904
H -9.4506 -4.5920 4.2103
C -6.7433 -0.1694 3.4623
H 2.2419 4.9712 0.2098
H 3.6110 -5.8575 -4.2875
C 3.5182 -6.1769 -5.3263
H 9.1797 -5.3593 -2.1945
H -2.5590 0.7239 -2.0598
H 0.7250 7.9947 3.5479
H -7.0996 -0.9768 4.0985
H 2.3613 -4.0553 -1.4694
H 7.6523 -2.1239 -2.4195
H -3.1028 2.0239 -0.9894
H 2.7049 2.0007 4.3487
H -10.5601 -4.8202 6.0345
O -7.0077 1.1409 5.8709
H -4.4904 1.1131 2.4744
N -5.6826 0.5848 4.1120
H 1.8413 4.8553 3.6725
H 3.3081 3.9378 5.8409
O 0.3517 10.3239 5.0948
C -0.3995 4.4066 2.4783
H -1.8688 12.3909 5.1539
H 0.8033 3.2441 0.4562
O 6.1866 -5.5471 -5.1291
C 2.6430 4.2390 0.9181
H 2.4688 -6.2416 -5.6030
C -1.8439 11.2984 5.0847
C 3.1276 -1.5267 -3.2068
H 6.2155 -10.8590 -9.6115
H 4.6195 -7.7866 -7.5303
H 3.0386 -5.2721 -7.9373
H 2.6405 -3.9630 -6.8072
H -6.7521 -5.4562 -0.1205
H 8.6800 -4.2280 -3.4583
C 0.2116 10.1771 2.3645
H -10.6877 -3.3505 7.0137
H -0.0904 5.1468 0.4413
N 4.2005 -5.2271 -6.1883
C -10.0028 -4.1211 6.6556
C 5.5151 -5.0055 -5.9902
S -0.8203 1.2255 1.5964
H 1.1819 9.9337 2.8095
O -0.3434 2.3072 -1.4832
H 0.8623 7.2520 0.9258
H -6.3586 -0.5943 2.5385
C -0.5352 10.8653 4.4907
H -3.9610 -0.3364 3.3434
C 0.6251 6.6969 1.8405
C 3.8306 3.7049 4.9102
H -7.5870 0.4837 3.2351
H 0.3909 10.6650 1.4048
H -3.1031 2.6293 -4.6590
H -0.5560 2.2079 3.6920
C 3.4569 -4.5512 -7.2325
H -8.4740 -2.2426 0.6695
C 3.2528 -3.6127 -1.9189
C 5.8666 -8.3542 -9.8294
H 1.0020 3.6482 4.6275
H 3.3946 -4.0393 -2.9107
H 9.6787 -3.6622 -2.1017
C -0.0461 7.6566 2.8460
O -2.1351 1.8041 1.6883
H -3.7161 1.2695 4.0582
C 7.0862 -4.9627 -0.8355
C -8.0518 -2.5610 6.5156
H -1.9237 10.8877 6.0921
N -8.9302 -3.5321 5.8802
H -0.8175 8.7429 1.1257
C 6.0418 -10.4743 -8.6079
C 1.5308 3.2451 1.2716
H -0.7950 7.1367 3.4567
C -3.0066 1.7173 -2.0314
H 7.6145 -5.9291 -0.8317
H -0.4714 4.8647 3.4712
C 7.0610 -2.7319 -1.7388
C -0.6610 8.9197 2.1964
H 4.4187 4.2444 -0.2908
H 1.9485 2.2339 1.3020
H -6.7619 -2.3875 1.0690
H -8.3622 -2.4299 7.5494
H 1.9446 -0.8530 -0.8825
C -7.4652 -4.9422 -0.7682
H -6.8856 -3.2095 -2.5589
H -7.8586 -3.7260 1.4320
H 2.8890 -2.0521 0.0387
H -8.4688 -5.3010 -0.5310
O 3.0032 -0.3209 -3.3400
H 3.4595 2.8214 2.9858
H -3.9940 1.6774 -2.4830
H 6.0672 -8.9871 -10.7096
C -4.3942 0.6598 3.4613
H -7.0182 -2.9085 6.4893
O 6.0661 -4.7765 -0.1928
C -0.9141 2.8637 -2.4127
C -2.7725 3.3502 -3.9104
H 5.5785 -8.9651 -6.5979
C -7.0579 -2.6808 -1.6057
H 7.0182 -2.2466 -0.7623
N 3.0938 -2.1742 -2.0282
H 6.9079 -10.7157 -7.9885
O -6.9547 -1.4713 -1.5040
H -7.2420 -5.1967 -1.8033
H -3.6301 3.9456 -3.5945
H 3.0383 4.8157 1.7611
H -8.1009 -1.5972 6.0088
Br 3.0778 2.2823 -1.0554
N 5.8359 -9.0442 -8.6702
H 5.1658 -10.9754 -8.1906
C 0.1714 2.0631 2.8863
Cl 4.4445 5.2374 4.2207
*
```

Record 2
Below is a structure of composition C39H86ClF3N2O16Si2, with properties calculated with wB97M-V/def2-TZVPD.

Total energy (hartree): -4189.62175
Energy above the lowest of the compared OMol25 structures with the same formula, charge and spin (kcal/mol): 34.0

ORCA input file:
```
! RIJCOSX wB97M-V def2-TZVPD def2/J DEFGRID3
* xyz 0 1
H -1.0516 0.6353 1.0421
H 7.0709 -2.9593 -4.0266
C -7.4827 -2.3308 9.3885
H 5.6020 -2.1344 -0.3847
H 14.8427 -5.4668 2.8762
H -6.9390 -2.0898 7.3035
H 10.0792 0.2935 -1.0882
O -3.7819 2.1801 0.6111
C -4.7312 -0.5808 2.8122
H -6.2695 -0.8960 8.4088
H -6.2541 -4.6954 4.1430
H -3.1280 5.1613 2.0440
H -5.9974 -4.5594 8.5845
H -4.8327 4.7711 -7.5622
C 7.1345 -2.1439 -3.3019
C -2.6163 4.2869 2.4424
H 3.9294 1.6150 -2.6844
H -9.1245 -5.1106 9.9379
H -3.8925 3.4683 -10.1186
H -4.2595 -4.3685 8.3946
H 9.1947 -1.9567 -3.8740
C -4.8900 3.0176 -10.1737
H 14.7738 -8.3821 0.6145
H -6.0510 2.3543 -6.4113
H -2.2598 1.5871 3.9218
H -3.6039 2.1853 -8.2375
C 9.9923 -0.6843 -1.5588
C -6.4645 5.5289 2.5956
C -5.2284 -4.0019 8.0477
H -5.3131 5.0513 -1.4820
H 0.8693 2.4322 -0.4315
H -2.7493 -0.7073 3.5169
H 9.8098 -4.1160 1.0179
H -5.8065 0.5789 -2.1481
H -3.9071 0.1900 -3.2051
C -8.6560 -4.1766 10.2432
C -6.5031 -1.9576 8.2951
H -6.1379 5.9023 1.6199
O -8.1151 -3.5660 9.0930
H 0.0731 1.0089 -1.2274
H -5.3485 -0.0409 2.0955
C 15.2302 -7.4846 1.0287
C -1.6910 3.6959 -3.4177
H -4.0157 5.4121 -6.1436
H -6.9524 -2.3934 10.3461
H -0.6202 2.2710 1.5023
C -4.9773 2.2912 -6.5941
C -5.4793 3.2824 2.6703
H -4.4215 4.1538 -2.6846
H -1.1652 2.8103 -3.7741
O 11.2120 -5.3883 0.1817
H -8.2624 -1.5599 9.4571
H -9.1093 3.8926 -6.2078
C -4.7772 4.7018 -6.4751
H -3.9582 1.4190 4.2576
C 14.7033 -5.3280 1.7953
H 5.2230 1.8525 -3.8807
O -4.2965 3.4253 -6.0645
C 1.4235 0.5902 0.3436
H -6.2283 6.1798 -5.9170
Si -2.3938 2.2201 -0.3056
N -2.0827 3.8939 -0.8345
F 1.8643 1.0806 1.4752
H -8.6665 5.4060 -5.3870
F 2.4927 0.6004 -0.4750
H -2.7683 3.6388 -3.5505
H 13.5298 -3.9756 -1.7248
H -4.5998 1.4413 -6.0193
H -4.9339 0.9906 -8.2990
N -5.4767 4.6579 3.2013
H -6.5906 6.4171 3.2235
H -2.9203 -0.0997 1.8258
C -4.6737 2.0292 -8.0542
Cl -4.6422 -2.2856 2.1744
O -7.1766 4.4551 -6.4688
H -4.8316 2.0474 -10.6792
H -1.3476 4.5258 -4.0379
H -5.5365 3.6778 -10.7489
O 14.2057 -6.5436 1.2589
H -6.0616 4.8236 -4.7613
H -5.5034 4.6892 4.2095
C -5.3057 -4.2464 6.5549
H -5.0112 3.3508 -1.1762
C -3.9310 1.0078 -2.4647
H -5.9722 2.5502 3.3244
H 15.9558 -7.0977 0.3039
H 9.2086 -5.1679 -0.3043
C -0.8560 1.6398 0.6431
H -6.0389 3.3207 1.7266
O -5.2499 -2.6230 8.4006
C -3.3007 -0.0457 2.8447
C -3.2843 4.7166 -0.9482
H -7.8658 -4.4044 10.9680
C -3.2219 1.3818 3.4436
H 4.1968 0.4093 -3.9849
H -2.5067 -0.0307 -1.2649
H -4.0692 1.9155 -3.0623
C -8.3238 4.3992 -5.6498
H -1.8073 1.0494 -2.4764
C 0.3731 1.4735 -0.2885
H 14.0043 -3.3709 2.2128
H -7.4634 5.0728 2.5038
H 15.6666 -5.0749 1.3367
H -8.1207 3.8260 -4.7374
C 8.5960 -1.9523 -2.9525
C 11.6962 -4.4697 -0.7843
H 15.7409 -7.7437 1.9631
C 13.2105 -4.4542 -0.7958
H -2.5678 4.4503 3.5273
H 6.7173 -1.2542 -3.7766
H 12.7051 -4.4901 1.8217
O 13.7794 -3.6620 0.2407
H -1.5839 4.2011 2.1014
H -4.9596 -5.2654 6.3343
C 6.0350 -1.5776 -1.2192
O 6.3368 -2.5640 -2.2024
O 5.6206 0.4348 -2.4839
C 9.8812 -5.1092 0.5589
H 13.6223 -5.4644 -0.7934
H 9.5783 -5.8523 1.2945
C -4.5786 4.2568 -1.6074
H 4.2117 -1.0681 -2.2278
H 11.3228 -3.4612 -0.5702
O -5.4462 2.8810 -8.8839
O -0.1295 4.3829 -1.8533
H 6.9425 -1.0961 -0.8517
Si -3.6828 2.7607 2.2065
H -9.4123 -3.5343 10.7085
H 8.9244 -2.7748 -2.3048
H 11.3250 -4.7905 -1.7676
H 4.5809 -0.0640 -0.7995
H -7.7588 -3.7931 4.4333
H 10.8603 -0.8473 -2.2080
O -3.2328 5.8104 -0.5394
H -5.1825 -0.6572 3.7988
C -2.5929 0.9640 -1.7223
C -6.7090 -3.8768 4.7112
C -6.0877 5.0946 -5.8245
H 9.9650 -1.4476 -0.7721
C -1.2279 4.0036 -2.0012
O -6.6434 -4.1300 6.0984
C 4.6848 1.1087 -3.2951
F 1.0497 -0.6557 0.4755
C 13.7227 -4.1982 1.5572
H -4.6616 -3.5265 6.0354
O 8.7979 -0.7055 -2.3068
O -5.0273 0.7422 -1.6036
C 5.0094 -0.5603 -1.6724
H -6.2095 -2.9344 4.4679
*
```

Record 3
Below is a structure of composition C39H92N13O18SV, with properties calculated with wB97M-V/def2-TZVPD.

Total energy (hartree): -4949.52574

ORCA input file:
```
! RIJCOSX wB97M-V def2-TZVPD def2/J DEFGRID3
* xyz -1 4
H 6.4257 4.0727 4.7643
N 0.5005 3.8851 -0.4633
C -1.4308 5.0630 3.7134
C -0.4876 3.3060 0.2328
H 7.6882 2.6997 4.6216
H 2.3658 -3.8809 -2.8788
H 1.3736 -5.4654 3.4987
S 0.2736 -0.2659 -0.0479
C 4.5896 0.0466 -4.1774
H -5.1711 -3.7474 -2.4319
N 1.2763 -3.4756 3.3204
H 3.7829 -2.8841 -0.2837
O -2.8010 1.2091 2.9778
O 0.2441 1.2776 3.9360
O -6.4616 0.0905 -1.7546
H -1.5818 -3.4021 -5.8439
C -3.6698 4.5173 2.9686
H -1.0029 -5.9052 -3.4105
H -0.8325 5.3316 2.8427
O 6.3565 4.6922 2.4125
H 3.1569 2.1895 6.8250
H 2.8811 -4.8001 2.7626
H -2.1879 -3.4028 -0.2323
O 0.5177 -6.9083 -4.4122
C 6.6447 3.0076 4.6891
C -2.8822 -3.4213 -2.8563
N 1.9836 2.5096 4.8379
H 0.3559 -3.3257 -1.8899
C 2.1865 -4.9554 -2.9169
H -8.2399 0.4550 1.6606
O -3.2880 -4.5530 -3.2607
H 0.9421 3.4850 3.3917
C 0.9508 -1.6478 -4.1350
C -7.0946 0.4067 -0.6965
O -2.4917 -5.4562 -0.0765
H -3.0698 -2.2352 2.9538
C -3.3726 -4.8090 2.7184
H 6.3466 2.4806 5.5955
O -0.5248 3.0005 1.3975
N -0.2870 -1.8824 -4.8685
H -1.1754 2.4440 -4.8010
H 1.1833 -2.5011 -3.4979
H -4.2602 1.9305 -6.9702
H 0.4021 -2.9907 1.5737
N -2.9515 2.7842 -5.6817
H 1.1513 -2.3651 5.1778
C 1.5793 -3.2824 4.7734
H 2.6630 -5.3690 -3.8058
H 3.1344 0.6476 -1.3050
O -2.3135 -1.0258 -5.2076
V -0.9666 0.7479 2.1924
O 2.2517 1.3263 -4.9988
H 4.6299 -1.0378 -4.0746
H 1.7964 1.5712 -3.0615
H -2.9902 -5.7973 2.4632
H 3.9911 3.0090 5.4827
H 4.3530 0.1011 -5.2400
H 2.7038 3.7582 6.2547
H -3.5547 7.0281 2.3369
H 2.8827 -1.4970 -0.1031
H -5.8036 -2.2149 -2.0683
C 3.9121 1.1040 -1.9172
H 6.4391 -2.2752 0.0234
N -3.6710 -2.6013 -2.1311
C -3.0440 -2.4814 1.8923
H -1.9719 -2.8709 -3.1403
H 2.6019 -5.3485 -1.9890
C 3.0186 2.7718 5.9141
H -4.5957 -0.2295 0.6921
H -3.0088 -4.7055 3.7407
H 0.5412 -4.7955 -0.8071
H -0.3092 -3.9358 -4.7849
C 6.2721 -1.6263 0.8831
O 0.8439 0.2198 1.2178
O -1.1087 -0.1865 0.3496
H 0.9309 5.4249 -1.9654
H -4.4410 -4.9496 2.8827
H -3.5249 -0.8645 -0.8829
H 5.6097 2.9409 1.4906
H 2.6025 -3.4302 5.1190
H -1.2365 4.0167 3.9491
N -6.4787 0.7758 0.4684
H 4.9756 0.9350 2.5952
C -5.0341 -2.9146 -1.7422
N -2.9246 -3.8882 1.6328
C 1.8563 3.7533 -0.0962
C -3.7471 2.8909 -6.9193
H 0.9706 -4.0669 5.2228
N 0.7556 -5.1160 -2.9166
H 2.7148 3.2062 2.9697
H 2.4099 3.3996 -0.9659
O -0.1780 -1.6385 3.1096
H 0.8797 -0.7723 -3.4897
H -4.6366 3.4658 -6.6617
C -3.3136 -1.1875 -1.9022
H 3.1478 -1.5582 2.2070
C 0.0714 -6.0389 -3.6112
H -4.0955 7.0434 3.8981
O 0.6709 -1.6643 -0.3010
C 2.5245 1.2760 -3.8328
H -2.2352 -1.9278 1.4153
H 2.3628 4.6482 0.2653
C -3.5963 2.0614 -4.5700
H -6.5627 -0.3541 1.8500
H 2.3399 4.5410 3.8818
H 4.9104 0.9948 4.2436
H -3.9910 -2.2186 1.4209
C -1.6153 2.8172 -5.7388
C -3.1857 6.8196 3.3411
H -3.7788 -0.4661 -2.5741
C 0.2230 4.6192 -1.7706
C 1.9832 3.5251 3.7121
H 0.1101 -3.2473 -6.4111
C -7.1544 0.5479 1.6940
H -1.4857 3.3236 -0.2316
H 4.1246 2.1157 -1.5716
H 4.3773 -1.6141 -1.0792
H 5.5739 0.4921 -4.0336
H 1.8587 -1.5198 -4.7245
C 6.0027 3.4763 2.3687
C -1.1890 -0.9391 -4.7354
H -4.6131 1.2830 -0.3249
N 6.0373 2.6163 3.4338
C 3.9245 -1.8175 -0.1088
H -6.9973 1.2637 2.5008
H -3.1509 3.5671 2.7684
C 0.1376 -4.3818 -1.7312
O 0.6825 0.5679 -1.2134
H -4.4089 1.4040 -4.8793
H -2.2398 -1.0589 -1.7664
H 6.9077 -1.7983 1.7517
H -0.7457 5.1154 -1.8316
H -2.3783 7.5315 3.5127
O 4.8830 -1.7089 3.2913
H -3.1155 3.1445 -7.7707
H -8.1919 0.3964 -0.6062
H -0.9354 -4.5464 -1.8295
H 2.0591 3.0251 0.6892
O -4.8703 4.7554 2.8806
C -0.5532 -3.1963 -5.5477
H 0.2793 4.0262 -2.6835
H -0.7660 -0.0531 -4.2370
C 1.7921 -4.7587 2.7821
H 1.5384 0.7119 5.4676
N -2.8338 5.3877 3.4245
C 4.2392 -1.6711 2.2986
O -1.0167 3.2353 -6.7938
H -3.2879 1.6199 3.7186
C -5.0029 0.7723 0.5557
C 5.6203 1.1836 3.4383
H -1.1731 5.6492 4.5955
H -4.8376 1.4361 1.4043
H -5.2829 -3.1810 -0.7149
H 6.5285 -0.6367 0.5049
N 3.6350 0.8407 -3.3502
H -2.8564 1.4209 -4.0900
N 4.7904 -1.6808 1.0666
H 6.4793 0.5170 3.5145
C 1.1983 1.4459 4.7208
H 1.5530 -5.1577 1.7963
H -3.8961 2.7814 -3.8086
C 0.4593 -2.6079 2.6045
H 4.7734 0.4935 -1.6459
C -2.5375 -4.2792 0.3351
*
```

Among the records above, which one has the lowest total energy?
C39H86BrClN9O12S

The lowest total energy belongs to which entry?
C39H86BrClN9O12S

Which value of total energy does entry 3 give?
-4949.52574 hartree

Number 2 is which compound?
C39H86ClF3N2O16Si2